Record 1
A molecular structure, C38H26AgCl5N4O. Source: OMol25; level of theory: ωB97M-V/def2-TZVPD.

```
75
Properties=species:S:1:pos:R:3:forces:R:3
Ag -0.527169 -1.296731 -0.210251 0.1 -0.4 0.0
C 0.121190 -5.590794 -0.643815 0.0 0.0 0.0
C 1.484901 -5.850391 -0.583303 -0.1 -0.1 0.0
C 2.350040 -4.785747 -0.422098 0.2 0.0 0.0
C 1.875797 -3.474499 -0.309460 0.0 0.0 0.0
C 0.503563 -3.172322 -0.337033 0.0 0.2 0.0
C -0.337469 -4.285393 -0.520050 -0.1 -0.1 0.0
C 2.905069 -2.409854 -0.150334 0.0 -0.1 -0.2
C 4.155409 -2.540064 -0.835614 0.0 -0.1 -0.1
C 5.131380 -1.617264 -0.654294 0.1 0.2 0.1
C 4.889702 -0.509937 0.200675 0.0 -0.1 -0.1
C 5.828130 0.524927 0.433463 -0.1 0.0 0.0
C 5.487079 1.597072 1.212573 -0.1 0.0 0.0
C 4.194116 1.680426 1.785003 0.1 0.1 0.0
C 3.276314 0.690711 1.582508 -0.1 -0.1 0.0
C 3.606483 -0.434693 0.790848 0.2 0.1 -0.1
N 2.652646 -1.386178 0.613725 -0.1 0.1 0.2
H -0.583657 -6.404991 -0.782935 0.0 0.0 0.0
H 1.862281 -6.864536 -0.653849 0.0 0.0 0.0
H 3.417296 -4.981327 -0.350738 -0.1 0.0 0.0
H -1.409821 -4.122037 -0.576294 0.0 0.0 0.0
H 4.295212 -3.371159 -1.514349 0.0 0.0 0.0
H 6.082922 -1.696030 -1.170680 0.0 0.0 0.0
H 6.808891 0.457636 -0.025899 0.0 0.0 0.0
H 6.199097 2.394665 1.387793 0.0 0.0 0.0
H 3.924280 2.548066 2.375440 0.0 0.0 0.0
H 2.264083 0.758353 1.965823 0.1 0.0 0.0
Cl 0.247302 3.297330 7.914202 0.0 0.0 0.0
C 0.429477 3.048839 6.206530 0.0 0.0 0.0
C 0.285556 1.777198 5.640078 0.0 -0.1 0.1
Cl -0.074366 0.435656 6.685313 0.0 0.0 0.0
C 0.424719 1.565576 4.284516 0.0 0.0 0.1
Cl 0.279131 -0.010665 3.597042 -0.1 0.0 0.0
C 0.718640 2.633622 3.362212 0.0 0.2 0.0
O 0.836719 2.466302 2.134748 0.1 0.1 -0.1
C 0.871699 3.918471 3.996823 0.0 0.0 0.0
Cl 1.257490 5.241254 2.941203 0.0 0.0 0.0
C 0.729041 4.110925 5.356117 0.0 0.1 0.0
Cl 0.928319 5.700774 6.030598 0.0 0.0 0.0
C -0.599060 2.655040 -0.754073 0.0 0.0 0.0
C 0.618447 1.961094 -1.253331 0.1 -0.1 0.0
N 0.673330 0.868430 -1.984060 -0.1 0.1 -0.3
C 2.009649 0.630578 -2.220550 0.1 0.1 0.2
C 2.771369 1.584020 -1.611910 -0.1 0.0 0.1
N 1.868267 2.433947 -1.007438 0.1 0.0 0.1
H -1.305988 1.917802 -0.369658 0.0 0.0 0.0
H -1.083502 3.212845 -1.562198 0.0 0.0 0.0
H -0.339553 3.330292 0.058799 0.0 0.0 0.0
H 2.346158 -0.233871 -2.775189 -0.1 0.1 0.0
H 3.836720 1.696026 -1.495649 0.0 0.0 0.0
H 2.069596 3.121132 -0.294297 0.0 -0.1 -0.1
N -2.183640 0.018239 -0.158401 -0.2 0.1 0.2
C -3.134687 -0.079901 -0.968520 0.0 0.1 -0.1
C -3.176300 -1.118023 -2.066695 -0.1 0.0 0.0
C -2.072373 -1.261482 -2.905611 0.1 0.0 0.0
C -2.043943 -2.260480 -3.867782 0.0 0.0 0.0
C -3.114023 -3.138010 -4.000758 0.0 0.0 0.0
C -4.215125 -3.003665 -3.168033 -0.1 0.0 0.0
C -4.248522 -1.993055 -2.214594 0.0 0.0 0.0
C -4.303864 0.896187 -0.927983 0.1 -0.1 0.0
C -4.494323 1.659737 0.223711 0.1 -0.1 0.1
C -5.507710 2.596829 0.302072 -0.1 0.1 0.0
C -6.359965 2.803695 -0.781357 0.0 0.0 0.0
C -6.175500 2.059879 -1.936334 0.0 0.0 0.0
C -5.157501 1.111671 -2.005529 -0.1 0.0 -0.1
H -1.224489 -0.595846 -2.765486 0.0 0.0 -0.1
H -1.172206 -2.367475 -4.503034 0.0 0.0 0.0
H -3.083303 -3.930503 -4.739648 0.0 0.0 0.0
H -5.047938 -3.693420 -3.252255 0.0 0.0 0.0
H -5.110942 -1.888020 -1.562869 0.0 0.0 0.0
H -3.797019 1.490698 1.037738 0.0 0.0 0.0
H -5.635119 3.175430 1.210191 0.0 0.0 0.0
H -7.153392 3.540299 -0.724804 0.0 0.0 0.0
H -6.822048 2.217147 -2.793181 0.0 0.0 0.0
H -5.022991 0.539541 -2.917521 0.0 0.0 0.0
```
Forces are in eV/Å.

Total charge: -2
2S+1: 1
Relative energy (zero: lowest compared OMol25 entry of this formula, charge and spin) (kcal per mole): 0.0
E_HOMO (eV): -1.8
Max |F| (eV Å⁻¹): 0.45

=====

Record 2
A molecular structure, C4H7NO2 in a non-equilibrium geometry. Source: OMol25; level of theory: ωB97M-V/def2-TZVPD.

```
14
Properties=species:S:1:pos:R:3:forces:R:3
O 1.894174 0.381601 -1.099013 0.2 -0.2 -0.9
C 0.571279 0.047805 0.793081 -0.9 0.1 0.3
C -0.207568 1.249577 0.417422 -0.4 0.3 0.4
N -0.557564 0.462302 -0.741523 0.4 -0.2 0.4
C -1.392464 -0.607757 -0.265911 -0.4 0.0 0.1
C -0.311116 -1.105804 0.698845 0.0 -0.4 0.2
O -0.090216 -2.232704 1.060930 0.0 -0.1 0.1
H 2.172932 -0.538315 -1.203388 0.1 0.2 -0.1
H 1.550234 -0.006003 1.267183 -0.1 0.1 -0.7
H -1.032446 1.511587 1.079391 -0.1 0.2 0.0
H 0.411653 2.113290 0.168441 -0.1 -0.2 0.1
H 0.915592 0.375438 -1.370497 1.3 -0.1 0.1
H -1.608700 -1.369404 -1.018893 0.1 0.2 0.1
H -2.315791 -0.281612 0.213926 -0.1 0.1 0.1
```
Forces are in eV/Å.

2S+1: 1
Relative energy (zero: lowest compared OMol25 entry of this formula, charge and spin) (kcal per mole): 103.4
E_HOMO (spin up / spin down) (eV): -9.1 / -9.1
Max |F| (eV Å⁻¹): 1.30

=====

Record 3
A gas-phase ion, C2H2N3S2 (charge +1) in a non-equilibrium geometry. Source: OMol25; level of theory: ωB97M-V/def2-TZVPD.

```
9
Properties=species:S:1:pos:R:3:forces:R:3
C 0.977491 0.240304 -0.922058 -0.1 -1.2 0.7
C -0.128058 0.634509 -1.531035 -2.5 1.9 -2.8
N 1.588237 -0.878129 1.034618 0.6 -0.9 1.5
N -1.251362 0.001949 0.628840 0.6 -0.2 0.3
N 0.945172 -0.437296 0.131181 0.9 1.1 -1.2
S -1.642500 0.754271 -0.621461 1.7 0.0 -1.2
S 1.396929 -1.547218 2.403266 0.0 -0.2 0.4
H -0.167432 0.996773 -2.593692 -0.1 -0.3 1.3
H -1.718477 0.234838 1.470342 -1.1 0.0 1.0
```
Forces are in eV/Å.

Total charge: +1
2S+1: 1
Relative energy (zero: lowest compared OMol25 entry of this formula, charge and spin) (kcal per mole): 79.5
E_HOMO (spin up / spin down) (eV): -13.3 / -13.5
Max |F| (eV Å⁻¹): 4.20

=====

Record 4
A single C9H14NP molecule in a non-equilibrium geometry. Source: OMol25; level of theory: ωB97M-V/def2-TZVPD.

```
25
Properties=species:S:1:pos:R:3:forces:R:3
C -1.633600 -1.869727 0.270146 -0.1 -0.3 0.1
C -2.086603 0.268574 -0.737998 -0.3 0.3 0.0
C -0.075402 1.924579 0.615759 0.3 0.1 0.1
C -1.203221 -0.492950 0.285317 0.1 0.6 0.1
C 0.349900 -0.414274 0.099634 0.1 -0.1 0.1
C 0.839428 1.008043 0.407401 -1.2 -0.3 -0.3
C 0.987736 -1.386256 1.104215 -0.1 0.1 -0.1
C 0.742704 -0.826008 -1.324042 -0.1 0.1 0.1
C 2.318308 1.295004 0.407636 -0.2 0.1 0.0
N -2.002932 -2.951892 0.232827 -0.2 -0.6 0.0
P -3.215661 1.539754 0.089420 1.0 -0.6 0.1
H -1.470306 0.787885 -1.468434 0.0 0.0 0.0
H -2.710927 -0.445087 -1.285959 0.1 0.1 0.0
H -0.073555 2.964122 0.855077 0.0 0.5 0.1
H -3.373108 2.294322 -1.084336 -0.1 0.2 -0.2
H -1.414917 -0.101899 1.290120 0.1 -0.1 -0.1
H 0.802447 -1.058508 2.125452 0.0 0.0 0.1
H 2.060549 -1.450915 0.946587 0.1 0.0 0.0
H 0.574963 -2.385152 0.983874 0.0 -0.1 0.0
H 1.814129 -0.995844 -1.388147 0.1 0.0 0.0
H 0.477713 -0.058546 -2.047237 0.0 0.0 -0.1
H 0.237925 -1.750996 -1.596373 0.0 -0.1 -0.1
H 2.493139 2.332689 0.681736 0.1 0.0 0.0
H 2.732349 1.119741 -0.584117 0.1 0.0 0.0
H 2.828942 0.653339 1.121441 0.1 0.0 0.0
```
Forces are in eV/Å.

2S+1: 1
Relative energy (zero: lowest compared OMol25 entry of this formula, charge and spin) (kcal per mole): 50.7
E_HOMO (spin up / spin down) (eV): -8.5 / -9.1
Max |F| (eV Å⁻¹): 1.24

=====

Record 5
10 unconnected molecules or ions with the total composition C10H40O10 in a non-equilibrium geometry. Source: OMol25; level of theory: ωB97M-V/def2-TZVPD.

```
60
Properties=species:S:1:pos:R:3:forces:R:3
C -13.018172 -6.051541 -23.900654 0.2 -0.6 0.3
O -12.036269 -6.973690 -23.373555 -0.4 0.2 -0.1
H -13.044152 -5.151205 -23.292486 0.3 0.1 -0.2
H -12.786465 -5.842735 -24.941116 -0.1 0.3 0.0
H -14.017087 -6.492043 -23.829606 0.1 -0.1 -0.1
H -11.474200 -7.273558 -24.091820 0.0 0.0 0.1
C -12.362689 0.559347 -20.427589 0.0 0.1 0.6
O -11.062255 1.040645 -20.083241 0.0 -0.1 -0.5
H -12.318136 -0.208770 -21.199557 0.2 0.2 -0.1
H -12.777798 0.101920 -19.524604 -0.3 0.1 -0.2
H -12.999522 1.370150 -20.780041 -0.1 0.0 0.0
H -11.123118 1.994855 -20.010936 0.2 0.0 0.1
C -18.343842 -2.899693 -21.075398 -0.9 0.0 0.1
O -17.403486 -3.717592 -21.766757 -0.3 0.2 0.1
H -19.024733 -2.382262 -21.762286 0.3 0.1 -0.1
H -19.013716 -3.506406 -20.452742 0.3 0.0 0.2
H -17.862070 -2.157609 -20.445319 0.4 -0.1 -0.1
H -17.955101 -4.312449 -22.283924 0.3 -0.2 -0.2
C -11.103295 -2.347310 -19.591839 0.7 0.4 0.7
O -9.730764 -1.938386 -19.449452 -0.2 -0.2 -0.6
H -11.135543 -3.416596 -19.767342 0.0 -0.1 0.0
H -11.560841 -2.102442 -18.629253 -0.5 -0.2 -0.2
H -11.625070 -1.822026 -20.391400 0.2 -0.2 0.0
H -9.617996 -1.110352 -19.922365 0.0 0.2 0.2
C -15.268131 -3.509436 -26.323355 -0.3 0.1 0.2
O -15.187111 -2.355991 -25.502192 0.1 0.0 -0.2
H -15.660057 -4.359179 -25.755276 0.0 -0.1 -0.1
H -15.958285 -3.288676 -27.139990 0.0 -0.1 0.0
H -14.310800 -3.803537 -26.765678 0.1 0.1 0.1
H -15.112199 -2.635316 -24.575996 0.2 -0.1 0.0
C -14.005340 -2.551892 -21.963217 -0.8 0.0 -0.1
O -14.735614 -3.344234 -22.910796 0.3 0.1 0.0
H -13.522413 -3.206900 -21.238972 0.2 0.3 0.0
H -13.294048 -1.935375 -22.504477 0.2 -0.2 -0.1
H -14.696762 -1.880175 -21.439143 0.1 0.0 0.1
H -15.504156 -3.708613 -22.458197 -0.2 0.1 0.1
C -16.773105 0.608008 -20.126135 0.6 -0.8 -0.3
O -16.468211 -0.282296 -19.044289 -0.2 0.3 0.0
H -17.821922 0.891266 -20.116568 0.0 0.2 -0.2
H -16.111529 1.476728 -20.160291 -0.2 0.1 0.4
H -16.529996 0.047218 -21.034739 -0.4 0.1 -0.1
H -17.169206 -0.192598 -18.394382 0.1 0.0 0.1
C -9.927125 -1.112373 -23.099452 0.3 0.7 -0.4
O -10.817456 -1.987393 -23.752301 -0.3 -0.4 0.2
H -8.933496 -1.130351 -23.561239 0.0 -0.1 0.1
H -10.289278 -0.080253 -23.158249 0.0 0.0 0.2
H -9.828110 -1.396043 -22.056235 -0.1 -0.2 0.0
H -11.009553 -1.650621 -24.630086 0.0 0.0 0.0
C -15.948425 -4.243260 -18.757263 -1.2 0.7 0.6
O -14.815342 -4.606651 -18.006474 0.1 -0.3 -0.1
H -16.545290 -5.101354 -19.070104 0.6 -0.3 -0.3
H -16.678265 -3.708979 -18.125923 0.3 0.2 -0.1
H -15.728105 -3.588544 -19.602204 0.2 -0.2 -0.1
H -14.659726 -3.927279 -17.347236 0.1 0.0 0.0
C -12.737537 -5.672247 -20.269018 -0.1 0.0 -0.7
O -11.592578 -6.433270 -20.589131 0.1 -0.1 0.5
H -12.609648 -5.147889 -19.328865 0.2 -0.1 0.1
H -12.900204 -4.924366 -21.059757 -0.1 -0.1 0.2
H -13.642021 -6.286174 -20.195591 0.0 0.0 0.1
H -11.760017 -6.879411 -21.427534 0.1 0.1 -0.2
```
Forces are in eV/Å.

2S+1: 1
Relative energy (zero: lowest compared OMol25 entry of this formula, charge and spin) (kcal per mole): 98.3
E_HOMO (eV): -9.3
Max |F| (eV Å⁻¹): 1.52

=====

Record 6
2 unconnected molecules or ions with the total composition C3H4N2O. Source: OMol25; level of theory: ωB97M-V/def2-TZVPD.

```
10
Properties=species:S:1:pos:R:3:forces:R:3
O -2.232753 0.105000 0.488300 0.1 0.2 -0.1
C -0.981351 0.535157 0.429710 0.3 0.7 0.2
C 0.023899 1.199425 0.553633 -0.6 0.1 0.2
C 1.854183 -0.282142 -0.238712 -0.3 -0.7 -0.5
N 1.027026 -0.974982 -0.739828 0.3 0.5 0.3
N -0.129032 -1.233891 -1.135343 0.2 -0.2 0.1
H -2.742168 0.895069 0.725959 -0.2 -0.3 0.0
H 0.771140 1.934723 0.717476 0.1 -0.1 0.0
H 2.922262 -0.171904 -0.213442 0.0 -0.1 -0.1
H -0.513205 -2.006452 -0.587755 0.1 -0.1 -0.1
```
Forces are in eV/Å.

2S+1: 1
Relative energy (zero: lowest compared OMol25 entry of this formula, charge and spin) (kcal per mole): 154.4
E_HOMO (spin up / spin down) (eV): -8.8 / -8.8
Max |F| (eV Å⁻¹): 0.89

=====

Please write out number 6 again, unchanged.
2 unconnected molecules or ions with the total composition C3H4N2O. Source: OMol25; level of theory: ωB97M-V/def2-TZVPD.

```
10
Properties=species:S:1:pos:R:3:forces:R:3
O -2.232753 0.105000 0.488300 0.1 0.2 -0.1
C -0.981351 0.535157 0.429710 0.3 0.7 0.2
C 0.023899 1.199425 0.553633 -0.6 0.1 0.2
C 1.854183 -0.282142 -0.238712 -0.3 -0.7 -0.5
N 1.027026 -0.974982 -0.739828 0.3 0.5 0.3
N -0.129032 -1.233891 -1.135343 0.2 -0.2 0.1
H -2.742168 0.895069 0.725959 -0.2 -0.3 0.0
H 0.771140 1.934723 0.717476 0.1 -0.1 0.0
H 2.922262 -0.171904 -0.213442 0.0 -0.1 -0.1
H -0.513205 -2.006452 -0.587755 0.1 -0.1 -0.1
```
Forces are in eV/Å.

2S+1: 1
Relative energy (zero: lowest compared OMol25 entry of this formula, charge and spin) (kcal per mole): 154.4
E_HOMO (spin up / spin down) (eV): -8.8 / -8.8
Max |F| (eV Å⁻¹): 0.89

=====

Look up the 2S+1 of the sixth one.
1